The following is a DFT calculation (ωB97M-V with the def2-TZVPD basis set) of a molecular structure, C30H46BrN3P2V in a non-equilibrium geometry.

Each line ends with the Mulliken charge.
Positions of all 83 atoms, in Å:
C -1.4655 -2.7666 -3.2856  -0.31
C -0.2887 -2.2191 -2.7360  0.14
C 0.8186 -1.9325 -3.5695  -0.37
C 0.6383 -2.0438 -4.9496  -0.56
N -0.5005 -2.4902 -5.4635  -0.54
C -1.5116 -2.8692 -4.6835  -0.42
C -0.0434 -1.9565 -1.3618  0.16
C 0.8372 -2.1462 -0.4518  0.67
C 1.4699 -3.0182 0.4881  1.21
C 1.7843 -2.3851 1.7214  0.48
C 2.1672 -3.1401 2.8188  -1.45
C 1.9771 -4.5050 2.7001  -0.15
C 1.8439 -5.1882 1.4850  -0.44
C 1.5742 -4.4463 0.3351  -0.55
V -0.3389 -0.5953 0.8600  0.22
P -1.1006 1.0529 -1.0932  0.18
H 1.7843 -1.6907 -3.1441  0.45
H -2.2583 -3.1845 -2.6716  0.50
H 1.4560 -1.7625 -5.6213  0.39
H -2.3978 -3.2753 -5.1829  0.41
H 1.3567 -4.9457 -0.6369  0.51
H 1.6941 -1.2779 1.8705  -0.83
H 1.9196 -6.2855 1.5010  0.44
H 2.4728 -2.6798 3.7682  0.57
C -1.6549 2.7573 -0.5766  -0.59
C -1.8237 3.8668 -1.6164  -1.53
H -0.9159 3.0694 0.1761  0.53
H -2.6011 2.6179 -0.0326  0.56
H -2.1013 4.7984 -1.1026  0.45
H -0.9117 4.0762 -2.1862  0.28
H -2.6231 3.6533 -2.3346  0.29
C 0.0211 1.4309 -2.5340  0.12
C -0.5858 1.6261 -3.9249  -1.65
H 0.7357 0.5968 -2.5641  0.33
H 0.6049 2.3199 -2.2523  0.65
H 0.2133 1.8423 -4.6483  0.45
H -1.1055 0.7330 -4.2930  0.24
H -1.2849 2.4701 -3.9631  0.25
C -2.5747 0.2870 -1.9073  0.08
C -3.5914 1.2033 -2.5880  -1.59
H -3.0803 -0.3087 -1.1308  0.69
H -2.1701 -0.4611 -2.6031  -0.15
H -4.4577 0.6090 -2.9089  0.48
H -3.9702 1.9875 -1.9240  0.30
H -3.1836 1.6902 -3.4801  0.25
Br 1.8934 -5.4903 4.3716  -0.11
P 1.9805 1.0944 0.9133  1.41
C 2.1669 2.6734 0.0399  -0.33
C 3.0809 3.7317 0.6342  -1.53
H 1.1594 3.0944 -0.0842  0.17
H 2.5173 2.4050 -0.9656  0.45
H 3.0116 4.6110 -0.0139  0.45
H 2.7840 4.0350 1.6409  0.30
H 4.1317 3.4278 0.6604  0.29
C 2.0332 1.4154 2.7053  -0.26
C 3.3685 1.3630 3.4320  -1.52
H 1.3390 0.6973 3.1772  0.08
H 1.5706 2.4063 2.8179  0.62
H 3.1761 1.5459 4.4957  0.47
H 3.8622 0.3895 3.3527  0.28
H 4.0736 2.1306 3.0931  0.31
C 3.4005 0.0649 0.3828  -0.07
C 4.7702 0.6856 0.1688  -1.54
H 3.0744 -0.4168 -0.5496  0.16
H 3.4707 -0.7523 1.1092  0.23
H 5.4508 -0.1307 -0.0980  0.47
H 4.7887 1.4046 -0.6540  0.35
H 5.1783 1.1680 1.0615  0.26
C -5.4743 0.6897 2.4928  -1.13
C -4.1476 0.0765 2.6340  1.04
C -3.5395 -0.6911 3.6330  -1.35
C -2.2562 -1.0249 3.1687  0.32
N -2.0837 -0.4798 1.9379  0.35
N -3.2402 0.1887 1.6525  -0.28
C -1.1441 -1.7672 3.7850  -1.18
H -6.2498 -0.0840 2.5580  0.31
H -5.6482 1.4028 3.3082  0.34
H -5.5606 1.2116 1.5317  0.28
H -3.9699 -0.9675 4.5853  0.47
H -3.3188 0.7260 0.8018  -0.16
H -1.4351 -2.1900 4.7499  0.39
H -0.7861 -2.6160 3.1816  0.28
H -0.2568 -1.1430 3.9864  0.21

Output
E_tot   -150618.330 eV
Spin multiplicity   4
Energy relative to the best compared isomer or geometry (same formula, charge and spin)   0.00 kJ/mol
Orbital gap (alpha / beta)   7.6 / 7.5 eV
Charge   +2
E_LUMO (alpha / beta)   -6.228 / -6.559 eV
HOMO energy (alpha / beta)   -13.8 / -14.0 eV